{"formula": "C48H71N3O4P2Ti", "method": "ωB97M-V with the def2-TZVPD basis set", "gap_ev": [6.8794, 5.9101], "total_charge": 1, "homo_energy_ev": [-9.9335, -10.3009], "multiplicity": 2, "relative_energy_kcal_mol": 10.36, "elements": ["C", "C", "C", "H", "H", "H", "H", "H", "H", "C", "H", "C", "C", "H", "H", "H", "O", "H", "H", "H", "C", "C", "C", "H", "C", "H", "C", "H", "H", "H", "C", "C", "H", "H", "H", "H", "H", "H", "C", "H", "C", "H", "H", "H", "H", "H", "H", "C", "H", "H", "H", "C", "N", "C", "H", "H", "C", "H", "H", "C", "H", "H", "H", "C", "H", "C", "H", "C", "H", "O", "C", "C", "C", "N", "H", "C", "C", "H", "C", "H", "C", "H", "H", "C", "C", "H", "H", "H", "C", "Ti", "H", "C", "C", "H", "H", "C", "H", "H", "H", "C", "C", "O", "O", "C", "H", "H", "H", "C", "C", "H", "C", "C", "H", "C", "P", "H", "C", "H", "H", "C", "C", "H", "H", "C", "N", "H", "H", "P", "H"], "xyz": [[3.2485, 1.4719, -0.4045], [4.3422, 1.3820, 0.4452], [-1.6325, 2.8040, -2.5940], [-2.1553, 1.5572, 1.6834], [0.1341, 5.7774, -4.8519], [4.2915, -2.0020, 3.1050], [-5.1523, -1.1431, -0.3794], [-7.4000, -6.6223, 1.6309], [2.6430, -2.4139, 2.6658], [-0.8630, 3.8770, -3.0045], [3.0622, 5.8704, -4.0472], [-3.2124, 1.4072, 1.9200], [1.9107, -1.2102, -3.0760], [-0.4160, -4.1896, -1.7040], [5.1870, 3.9953, 0.5334], [-5.3088, 0.3641, 3.3078], [-1.6021, 0.8493, -1.1534], [-0.5086, 6.6440, -3.4442], [3.1671, 4.3884, -3.0984], [-2.9795, 0.4495, -2.9653], [0.8397, -5.5228, 1.2434], [0.5472, -4.3831, 0.2635], [-3.2791, 1.2393, -3.6489], [0.6935, -0.7027, 3.5148], [5.6893, 1.9454, -0.0047], [-5.5334, -8.2342, 1.8146], [2.8656, -0.4164, 3.5101], [1.8154, -0.2685, -3.6124], [-3.6740, 2.2434, -0.9855], [-2.9403, -1.6353, 3.5533], [2.5096, 4.9825, -3.7356], [-5.0459, -0.2248, 2.4258], [0.8529, -2.9697, 3.0257], [6.4904, 3.8540, -0.6546], [3.1225, -2.3992, 4.3726], [-5.6446, 0.1433, 1.5918], [-6.9423, -4.2129, 1.2676], [2.5090, -1.9120, -3.6475], [2.0340, 0.9352, -0.0063], [-3.8288, -1.1667, -1.5686], [1.8966, 0.2004, 1.1838], [0.9956, 7.1641, -4.1947], [-4.3287, 1.0930, -3.9123], [1.4489, -0.6909, 5.1156], [-0.4705, -4.1496, 3.1653], [-2.8597, 3.5772, -5.0037], [2.0639, 3.4011, -1.3786], [-3.5494, -0.0694, 2.1595], [1.4372, -6.2755, 0.7233], [2.3248, -3.1817, 0.7409], [-5.3199, -1.2622, 2.6107], [-2.7412, -0.5802, 3.3529], [-2.4537, -4.9839, 1.2598], [0.4044, 6.2883, -3.9256], [6.5011, 2.3470, 1.9812], [3.3474, 1.9204, -1.3824], [-2.2413, -3.7063, 1.0609], [1.7400, -2.9714, -0.9081], [2.5792, -4.4548, -0.4536], [-0.1092, -4.9578, -0.9953], [-4.5143, 3.4672, -4.4096], [3.7100, 1.3403, 4.4964], [6.9429, 0.7582, 1.3308], [3.2484, -1.8987, 3.4097], [2.3444, -1.0436, -2.0915], [-6.3829, -6.2626, 1.5514], [-0.9809, -5.5603, -0.7436], [-0.1931, -3.1586, 2.8084], [-5.0264, 2.6208, -2.0720], [0.7128, -0.4632, 1.2903], [-3.4826, 3.6575, -4.1107], [-4.2007, -0.6943, -0.6595], [0.4661, 4.1346, -2.5747], [0.8112, 1.0172, -0.6617], [4.9723, 0.7684, 2.3750], [1.8708, -3.6991, -0.1069], [-3.3140, -2.7802, 0.9657], [0.6139, -5.6054, -1.4968], [-3.9888, 2.8572, -1.8254], [4.8889, 0.0420, 4.2476], [-6.1429, -4.9367, 1.3522], [-1.6676, -0.4405, 3.1965], [3.6630, -0.1203, 5.4880], [1.5964, 6.1997, -1.7455], [3.8463, 0.2576, 4.4811], [1.2297, 0.8173, 4.2241], [-3.9447, 3.9007, -1.5073], [6.2783, 0.1277, -1.0478], [-3.7389, -5.3999, 1.3534], [-0.5673, -0.5268, -0.1607], [2.1420, 7.1009, -2.0304], [1.2266, 5.3927, -2.9982], [-3.0815, 2.6370, -3.0435], [-3.8084, 1.8319, 1.1123], [7.1131, 1.5855, -1.6020], [-5.3120, -7.1872, 1.6566], [-0.0764, -5.9961, 1.5921], [2.2303, 5.6260, -1.0677], [0.7016, 6.5012, -1.1980], [-1.0130, 1.8893, -1.7169], [6.1547, 1.1918, -1.2587], [-1.2212, -1.8907, -1.6869], [0.5960, -1.8047, -2.9542], [5.5330, 3.4362, -0.3379], [-0.7848, -2.4099, 3.3285], [-1.3139, 4.5870, -3.6785], [-3.4348, 4.6831, -3.7409], [-0.0642, -1.5059, -1.8789], [1.4680, -0.2438, 4.1196], [-3.4333, 1.9729, 2.8276], [-4.0180, -6.7723, 1.5603], [6.7649, 1.8037, 1.0719], [-3.1860, -7.4593, 1.6365], [4.1408, 0.7926, 1.6893], [-2.9916, -0.9961, 0.6551], [4.8200, 3.5968, -1.1494], [1.0695, 3.2244, -1.7554], [-2.6890, 1.1409, -4.5625], [1.4188, -5.1863, 2.1042], [0.3711, 2.0514, -1.3775], [2.9421, 0.2022, 2.1116], [-3.0215, -0.0162, 4.2449], [2.2776, 4.3949, -4.6260], [-4.8074, -4.4774, 1.2510], [-4.5650, -3.1601, 1.0561], [7.7043, 2.2159, 0.7014], [5.4402, 1.2948, -2.0776], [-0.5277, -3.0514, 1.0192], [-4.3176, 0.3690, -0.8417]], "forces_ev_per_angstrom": [[0.01, -0.01, 0.00], [0.02, 0.03, 0.01], [-0.01, -0.01, -0.01], [0.00, -0.01, 0.01], [0.00, 0.00, 0.00], [0.00, 0.01, 0.00], [0.00, 0.00, 0.00], [0.00, 0.00, 0.00], [0.02, 0.00, 0.00], [0.01, 0.00, 0.01], [0.00, 0.00, 0.00], [0.00, -0.01, -0.01], [-0.01, 0.00, 0.00], [0.00, 0.01, 0.00], [0.00, 0.00, 0.00], [0.00, 0.00, 0.00], [0.12, -0.26, 0.10], [0.00, 0.00, 0.00], [0.00, 0.00, 0.00], [-0.01, 0.01, 0.00], [-0.01, 0.00, 0.01], [0.04, 0.02, -0.01], [0.00, -0.01, -0.01], [0.02, 0.00, 0.01], [0.00, 0.00, 0.01], [0.00, 0.00, 0.00], [-0.01, 0.00, 0.02], [0.00, 0.00, 0.00], [0.01, 0.00, 0.01], [0.00, 0.00, 0.01], [0.00, 0.00, -0.01], [0.01, 0.00, -0.01], [0.00, -0.01, -0.01], [0.00, 0.00, 0.00], [0.00, 0.00, 0.00], [0.00, 0.00, 0.00], [0.00, 0.00, 0.00], [0.00, 0.00, 0.00], [-0.06, 0.03, -0.01], [-0.01, 0.00, 0.00], [-0.03, -0.03, 0.00], [0.00, 0.00, 0.00], [0.00, 0.00, 0.00], [-0.01, 0.00, 0.00], [0.00, 0.00, 0.01], [0.00, 0.00, 0.00], [-0.01, 0.00, -0.01], [-0.01, 0.01, 0.03], [0.00, 0.00, 0.00], [0.00, -0.01, 0.01], [0.00, 0.00, 0.00], [0.01, -0.01, -0.01], [-0.01, 0.02, 0.01], [0.00, 0.00, 0.00], [0.00, 0.00, 0.00], [0.01, -0.01, 0.00], [0.03, -0.04, -0.01], [0.01, -0.02, 0.02], [0.00, 0.00, -0.01], [-0.01, 0.00, 0.00], [0.00, 0.00, 0.00], [0.00, 0.00, 0.00], [0.00, 0.00, 0.00], [-0.01, 0.00, -0.02], [0.00, 0.01, 0.00], [0.00, 0.00, 0.00], [0.01, 0.00, 0.00], [0.00, 0.01, -0.02], [0.00, -0.01, 0.00], [-0.13, -0.01, -0.17], [0.02, 0.00, -0.01], [-0.03, -0.01, 0.02], [0.00, 0.03, 0.00], [-0.12, -0.04, 0.07], [0.00, 0.00, 0.01], [-0.02, 0.00, 0.00], [-0.05, 0.01, 0.03], [0.00, 0.00, 0.00], [-0.01, 0.00, 0.00], [0.00, 0.00, -0.01], [0.00, -0.01, 0.00], [-0.01, 0.01, 0.01], [0.00, 0.00, 0.00], [0.00, 0.00, 0.00], [0.00, 0.00, -0.01], [0.01, 0.00, 0.00], [0.00, 0.00, 0.00], [0.00, 0.00, 0.00], [-0.01, 0.01, 0.00], [0.59, 0.38, 0.26], [0.00, 0.00, 0.00], [-0.01, -0.01, 0.01], [0.00, 0.00, 0.00], [0.00, 0.01, -0.01], [0.00, 0.00, 0.00], [0.00, 0.00, 0.00], [0.00, -0.01, 0.00], [0.00, 0.00, 0.00], [0.00, 0.00, 0.00], [-0.04, -0.02, -0.03], [-0.01, -0.01, 0.00], [-0.04, 0.02, -0.17], [0.05, -0.03, 0.02], [0.00, 0.00, 0.00], [-0.01, -0.01, 0.01], [-0.01, 0.01, -0.01], [0.00, 0.00, 0.00], [-0.19, 0.05, 0.00], [0.01, 0.01, 0.01], [-0.01, 0.00, 0.00], [-0.01, 0.00, -0.01], [0.00, 0.00, 0.00], [0.00, 0.00, 0.00], [-0.01, 0.00, -0.01], [-0.05, -0.01, -0.01], [0.00, 0.00, 0.00], [0.01, -0.01, -0.01], [0.00, 0.00, 0.00], [0.00, 0.00, 0.00], [0.03, -0.06, -0.06], [0.00, 0.01, 0.00], [0.00, 0.01, 0.00], [0.00, 0.00, 0.00], [0.01, 0.01, 0.00], [0.02, -0.01, -0.01], [0.00, 0.00, 0.00], [0.00, 0.00, 0.00], [-0.10, -0.02, -0.07], [0.01, 0.00, 0.00]], "lowdin_spin": [0.038, 0.000, -0.004, 0.001, 0.000, 0.000, 0.000, 0.000, 0.000, 0.145, 0.000, 0.002, 0.000, 0.000, 0.000, 0.000, 0.054, 0.000, 0.000, 0.000, 0.000, 0.000, -0.002, 0.000, -0.002, 0.000, -0.002, 0.000, 0.000, 0.000, 0.000, 0.000, 0.000, 0.000, 0.000, 0.000, 0.000, 0.000, 0.009, 0.000, 0.042, 0.000, 0.000, 0.000, 0.000, 0.000, 0.003, 0.000, 0.000, 0.000, 0.000, 0.000, 0.000, 0.002, 0.000, 0.002, 0.000, 0.000, 0.000, 0.000, 0.000, 0.000, 0.000, -0.001, 0.000, 0.000, 0.000, 0.000, 0.000, 0.005, 0.000, 0.000, 0.033, 0.249, 0.003, 0.000, 0.000, 0.000, -0.003, 0.000, 0.000, 0.000, 0.000, 0.000, 0.000, 0.000, 0.000, 0.000, 0.000, 0.088, 0.000, 0.001, -0.006, 0.000, 0.000, 0.000, 0.000, 0.000, 0.000, 0.155, -0.001, 0.014, -0.002, -0.001, 0.000, 0.008, 0.000, 0.001, 0.000, 0.000, 0.000, 0.001, 0.000, 0.049, -0.001, 0.000, 0.057, 0.000, 0.000, 0.071, -0.005, 0.000, 0.000, 0.000, 0.000, 0.000, 0.000, -0.001, 0.000]}